No. 1
This record from OMol25 describes a cluster of 9 separate species, C3H25N2O8 in total. The level of theory is the ωB97M-V functional and the def2-TZVPD basis.

Atoms and positions in Å:
C -3.39 1.36 -2.60
C -2.06 1.08 -1.98
C -1.19 2.10 -1.87
N 0.04 2.00 -1.10
N -1.79 -0.19 -1.58
H -3.44 2.08 -3.41
H -4.16 1.56 -1.86
H -3.80 0.52 -3.18
H -1.40 3.07 -2.29
H 0.82 2.31 -1.70
H 0.48 1.09 -0.82
H 0.03 2.60 -0.27
H -2.39 -0.92 -1.92
H -0.86 -0.54 -1.44
H 0.55 1.30 1.80
H -0.29 2.37 2.35
O -0.26 1.80 1.57
H 1.44 -1.49 1.79
H 1.72 -2.84 1.23
O 1.05 -2.15 1.19
H 3.52 -3.04 -2.02
H 2.02 -2.78 -1.93
O 2.87 -2.46 -1.61
H -1.19 -0.79 3.84
H -0.95 0.29 2.74
O -0.53 -0.40 3.26
H -1.11 -2.79 0.58
H -2.00 -1.65 0.56
O -1.67 -2.33 -0.06
H 1.77 -0.71 4.23
H 1.76 -0.05 2.87
O 2.27 -0.66 3.40
H 1.94 -0.95 -1.35
H 0.94 -1.09 -0.23
O 1.16 -0.49 -0.99
H 2.53 0.70 0.18
H 3.14 1.31 1.50
O 2.44 0.77 1.14

F_max in eV/A: 2.0
LUMO level in Ha: -0.1018
Frontier orbital gap in eV: 8.80
Molar mass in g mol⁻¹: 217.24
Energy relative to the best compared isomer or geometry (same formula, charge and spin) in eV: 0.743
Net charge: +1

Mulliken population analysis, charges in e, atoms 1 to 8:
1 C -1.442
2 C 0.782
3 C -0.787
4 N 0.018
5 N -0.199
6 H 0.394
7 H 0.289
8 H 0.400

***

No. 2
This record from OMol25 describes the molecule C6H9N. The level of theory is the ωB97M-V functional and the def2-TZVPD basis.

Atoms and positions in Å:
C 0.10 -1.46 -1.53
C 0.56 -0.31 -0.74
N 1.02 -0.87 0.57
C 0.25 -0.45 1.53
C -0.76 0.56 1.11
C -0.05 1.79 0.65
C -0.47 0.75 -0.34
H 0.97 -2.05 -1.68
H -0.27 -1.13 -2.48
H -0.70 -2.03 -0.93
H 1.56 0.06 -1.15
H 0.48 -0.73 2.60
H -1.79 0.67 1.47
H -0.59 2.69 0.89
H 0.98 1.81 1.09
H -1.28 0.69 -1.08

F_max in eV/A: 3.3
LUMO level in Ha: 0.0417
Frontier orbital gap in eV: 10.64
Molar mass in g mol⁻¹: 95.14
SMILES: C[C@@H]1N=C[C@H]2C[C@@H]12
Energy relative to the best compared isomer or geometry (same formula, charge and spin) in eV: 2.062

Mulliken population analysis, charges in e, atoms 1 to 8:
1 C -1.348
2 C 0.375
3 N -0.572
4 C -0.305
5 C -0.139
6 C -0.781
7 C -0.259
8 H 0.413

***

No. 3
This record from OMol25 describes a structure of composition C24H29IrN9. The level of theory is the ωB97M-V functional and the def2-TZVPD basis.

Atoms and positions in Å:
Ir -0.41 -0.17 0.00
C 1.37 0.41 2.30
N 0.81 1.10 1.11
C 0.10 2.40 1.32
C -0.67 2.65 0.05
N -1.00 1.65 -0.77
C -1.68 2.21 -1.85
C -2.15 1.66 -3.04
C -2.74 2.53 -3.94
C -2.85 3.90 -3.69
C -2.35 4.47 -2.53
C -1.76 3.59 -1.63
N -1.11 3.82 -0.42
C 1.45 -1.06 1.95
N 0.67 -1.61 1.02
C 0.86 -2.99 1.09
C 0.26 -4.06 0.42
C 0.70 -5.32 0.74
C 1.70 -5.55 1.71
C 2.28 -4.51 2.40
C 1.83 -3.23 2.08
N 2.17 -1.98 2.59
H 0.67 0.54 3.13
H 2.33 0.83 2.59
H 1.59 1.29 0.48
H 0.80 3.20 1.55
H -0.59 2.28 2.16
H -2.06 0.61 -3.27
H -3.12 2.14 -4.88
H -3.31 4.54 -4.43
H -2.40 5.53 -2.35
H -0.95 4.72 0.01
H -0.53 -3.91 -0.29
H 0.25 -6.18 0.25
H 2.01 -6.56 1.92
H 3.04 -4.68 3.15
H 2.84 -1.81 3.33
C -1.23 -3.87 -3.95
C -1.69 -2.86 -2.96
C -2.95 -2.39 -2.65
C -2.79 -1.44 -1.63
N -1.49 -1.34 -1.32
N -0.84 -2.22 -2.14
C -3.86 -0.60 -1.03
H -1.93 -3.91 -4.78
H -1.19 -4.86 -3.50
H -0.25 -3.62 -4.35
H -3.88 -2.68 -3.11
H 0.17 -2.29 -2.14
H -4.76 -1.20 -0.90
H -4.11 0.23 -1.69
H -3.57 -0.18 -0.07
C -4.67 -1.13 2.95
N -3.21 -1.11 3.18
C -2.72 -1.57 4.50
C -2.40 -0.71 2.28
N -1.66 -0.29 1.48
H -5.02 -2.16 3.01
H -4.89 -0.72 1.97
H -5.15 -0.53 3.71
H -3.03 -2.60 4.65
H -3.14 -0.93 5.27
H -1.63 -1.51 4.53

F_max in eV/A: 0.4
LUMO level in Ha: -0.3844
Frontier orbital gap in eV: 6.35
Molar mass in g mol⁻¹: 635.78
Energy relative to the best compared isomer or geometry (same formula, charge and spin) in eV: 0.454
Net charge: +3

Mulliken population analysis, charges in e, atoms 1 to 8:
1 Ir 0.819
2 C -0.655
3 N -0.769
4 C -0.683
5 C 0.246
6 N 0.001
7 C 0.697
8 C -0.388